No. 1
{
  "formula": "C17H33BCuN6Si2",
  "method": "wB97M-V/def2-TZVPD",
  "homo_ev": [-6.7089, -7.8242],
  "de_lowest_kcal_mol": 54.1,
  "e_tot_ev": -88175.33492,
  "homo_lumo_gap_ev": [6.9, 7.8],
  "multiplicity": 2,
  "symbols": ["C", "H", "H", "H", "H", "H", "H", "C", "C", "H", "C", "H", "C", "H", "C", "H", "C", "H", "C", "H", "C", "H", "C", "C", "H", "H", "H", "H", "H", "H", "N", "C", "Cu", "H", "C", "H", "C", "H", "H", "C", "H", "H", "N", "H", "H", "N", "C", "H", "H", "N", "Si", "H", "N", "Si", "H", "B", "C", "N", "H", "H"],
  "positions_angstrom": [[0.749, 0.731, -3.888], [-3.183, -1.435, -3.556], [-2.959, 4.490, -0.183], [-1.991, 1.469, 4.410], [-1.200, 0.387, 1.594], [3.154, 1.149, -0.085], [-1.070, 3.208, 1.210], [-1.006, 1.210, 4.835], [2.221, -0.030, -2.322], [-1.681, -1.692, 4.871], [-1.353, -2.725, -1.154], [0.224, -4.057, 1.892], [-0.822, -2.192, 4.403], [-0.629, 2.042, 5.462], [1.790, 0.194, 4.143], [3.070, -0.192, -1.692], [-0.269, -0.099, 1.980], [-0.423, -1.069, -0.491], [0.727, 2.779, 3.041], [1.463, -2.938, 2.479], [2.119, 0.364, -3.636], [0.241, 0.990, -4.796], [-2.571, -1.672, -2.680], [-2.666, 2.827, -1.594], [-0.948, -3.283, 4.505], [1.709, 3.007, 3.485], [2.827, 0.353, -4.414], [0.786, 3.025, 1.974], [-2.565, -3.429, 1.830], [0.092, -1.887, 4.927], [0.078, 0.588, -2.728], [-1.456, 2.894, 0.251], [0.656, 0.158, 0.009], [2.524, 0.981, 4.389], [2.369, 0.980, 0.669], [-2.044, 0.967, -3.640], [-2.494, -2.336, 1.966], [-0.876, -3.387, -0.418], [2.846, 0.727, 1.647], [-2.306, -2.881, -2.098], [1.805, 1.938, 0.779], [-1.095, 0.287, 5.431], [-1.030, 1.817, -0.432], [0.846, -2.803, 0.873], [-3.283, 2.997, -2.478], [-1.034, -1.449, -1.161], [-2.444, 3.570, -0.464], [-3.226, -2.044, 2.736], [-2.697, -3.860, -2.344], [-1.810, -0.741, -2.083], [0.227, 0.998, 3.428], [2.264, -0.524, 3.462], [-1.806, 1.784, -1.569], [-0.757, -1.851, 2.550], [0.011, 3.455, 3.539], [-1.535, 0.691, -2.585], [0.542, -3.007, 1.885], [0.916, 0.103, -1.771], [-2.807, -1.843, 1.033], [1.561, -0.351, 5.068]],
  "forces_ev_per_angstrom": [[1.7, -0.9, 1.6], [0.2, 0.0, 0.7], [0.3, -0.4, -0.1], [0.2, 0.0, 0.3], [0.2, -0.4, 0.2], [-0.3, -0.2, 0.2], [0.2, -0.4, -0.2], [-0.1, -0.1, -0.1], [-3.9, 1.3, -0.1], [0.2, -0.2, -0.1], [0.7, 0.3, 1.0], [0.0, 0.0, 0.2], [0.0, -0.1, 0.0], [-0.4, -0.4, -0.2], [0.2, 0.0, 0.5], [0.0, -0.5, 0.1], [-1.0, 0.1, -0.3], [0.5, 0.8, 1.0], [-0.1, 0.5, 0.0], [-0.2, 0.0, 0.0], [-2.1, 0.4, -0.8], [0.0, 0.2, -0.1], [0.2, 0.7, -0.3], [0.3, -0.2, -0.8], [0.0, 0.3, 0.2], [-0.3, -0.2, -0.2], [0.9, 0.0, -0.5], [0.0, 0.1, 0.4], [-0.1, 0.3, 0.0], [-0.2, -0.2, -0.1], [0.8, -0.3, -1.0], [0.2, -0.5, -0.6], [0.1, 1.5, 4.6], [-0.1, -0.4, 0.0], [0.7, 1.0, 0.7], [0.0, -0.5, 0.1], [-0.2, -0.1, -0.2], [-0.4, 0.3, -0.6], [-0.6, 0.0, -0.8], [-1.4, -2.8, -1.1], [0.6, -0.6, -0.1], [-0.1, 0.5, -0.1], [-1.1, 0.7, 0.0], [0.1, 0.3, -0.6], [0.1, -0.1, 0.5], [-2.7, 0.0, -1.9], [-0.9, 0.8, 0.2], [0.2, -0.1, -0.2], [-0.3, 0.4, -0.2], [0.2, -1.8, 1.0], [1.1, -0.8, -0.6], [-0.1, 0.2, 0.0], [0.5, -0.1, 0.8], [0.2, 1.4, -0.2], [0.1, 0.0, -0.3], [2.1, 0.8, 0.6], [0.2, -0.9, 0.2], [3.0, 0.4, -3.1], [0.1, -0.2, 0.2], [0.1, 0.1, -0.1]]
}

---

No. 2
{
  "formula": "C17H33N2O2P2Rh",
  "method": "wB97M-V/def2-TZVPD",
  "homo_ev": [-3.1628, -7.5731],
  "de_lowest_kcal_mol": 0.0,
  "e_tot_ev": -46819.63640,
  "homo_lumo_gap_ev": [3.5, 5.4],
  "multiplicity": 5,
  "symbols": ["H", "C", "H", "O", "P", "C", "H", "H", "H", "H", "H", "C", "C", "C", "C", "N", "H", "H", "H", "H", "H", "H", "C", "C", "H", "H", "P", "H", "H", "C", "H", "C", "C", "N", "H", "Rh", "C", "H", "H", "C", "H", "C", "O", "H", "H", "H", "C", "H", "H", "H", "C", "H", "H", "C", "H", "H", "H"],
  "positions_angstrom": [[0.288, -0.909, -0.978], [-1.698, -4.003, 1.639], [-3.389, -1.194, 0.564], [4.996, 1.088, -3.332], [-0.718, -0.289, -2.318], [-0.438, 1.465, -2.797], [1.292, 0.567, 3.913], [-1.421, 0.654, 4.354], [3.920, 1.679, 1.322], [-1.337, 2.760, 2.365], [1.664, -2.435, -0.541], [-2.005, -2.691, 1.181], [0.497, 4.589, -0.932], [0.193, -2.980, 0.917], [-0.352, 2.391, 2.036], [-0.170, 1.966, -0.393], [1.302, -0.956, 2.983], [4.148, 0.670, -3.143], [0.765, 5.625, -1.139], [2.065, -1.957, 1.132], [0.410, 2.786, 2.722], [-2.613, 0.296, 3.056], [1.236, 0.135, 2.905], [-2.354, -0.495, -3.094], [0.248, -2.437, -2.724], [-2.434, -4.699, 2.028], [-0.369, 0.554, 2.158], [0.216, 1.504, -3.645], [1.448, -1.162, -2.953], [0.242, 4.176, 0.373], [2.150, -3.657, 0.637], [1.585, -2.728, 0.515], [-1.597, 0.093, 3.423], [-0.847, -2.102, 0.740], [-1.496, -0.984, 3.625], [-0.636, -0.063, 0.077], [-0.079, 2.842, 0.621], [0.260, -1.510, -4.241], [-2.286, -0.349, -4.185], [0.398, 3.668, -1.962], [0.294, -5.053, 1.693], [0.411, -1.444, -3.162], [4.387, 1.022, 1.840], [-3.054, 0.253, -2.692], [-4.060, -2.843, 0.719], [0.602, 3.919, -3.006], [-0.014, 2.367, -1.668], [2.082, 0.500, 2.306], [-2.747, -1.498, -2.902], [0.237, 4.859, 1.215], [-3.361, -2.114, 1.156], [-3.726, -1.905, 2.173], [-1.379, 1.851, -3.232], [-0.321, -4.188, 1.469], [-2.182, 0.326, 0.140], [4.878, 1.568, -4.173], [4.867, 0.473, 1.213]],
  "forces_ev_per_angstrom": [[0.4, 0.2, 0.5], [1.7, -1.3, 0.3], [0.1, -0.2, 0.2], [0.0, 0.2, -0.5], [-1.1, 1.0, 0.9], [-0.3, 0.0, 0.1], [0.2, -0.1, -0.1], [-0.2, -0.3, -0.1], [0.0, 0.2, -0.3], [0.2, -0.1, 0.0], [-0.1, 0.1, 0.3], [1.7, 0.2, -0.4], [0.6, 1.7, -1.1], [-2.0, 0.7, -0.2], [-0.2, -0.3, 0.5], [-0.7, -1.4, 1.0], [0.1, 0.2, 0.1], [0.0, 0.2, -0.1], [0.0, -0.3, 0.0], [-0.2, 0.0, -0.2], [-0.3, 0.1, -0.1], [0.4, 0.0, 0.1], [0.0, 0.0, 0.5], [-0.3, -0.5, -0.5], [0.0, 0.2, -0.1], [0.3, 0.0, 0.0], [-0.1, 1.0, 1.1], [0.8, 0.1, -0.4], [-0.2, 0.1, 0.0], [-0.6, -1.9, 1.8], [0.0, 0.1, 0.1], [0.6, -0.3, -0.1], [0.1, 0.2, 0.5], [-0.7, -1.4, 0.4], [-0.1, 0.3, 0.0], [0.2, -0.2, -3.1], [0.8, 2.7, 0.0], [0.0, 0.0, -0.1], [0.0, -0.1, 0.2], [-0.4, -1.5, -0.3], [-0.3, 0.0, 0.0], [-0.1, 0.0, -0.6], [0.1, -0.2, 0.3], [0.4, -0.3, 0.1], [0.2, 0.1, 0.1], [-0.2, 0.1, 0.3], [1.2, 1.9, -2.0], [-0.3, -0.1, 0.1], [-0.1, 0.1, 0.0], [0.1, 0.1, -0.1], [-0.3, 0.3, -0.3], [0.2, 0.0, -0.2], [-0.1, -0.5, 0.4], [-1.6, -0.6, 0.6], [-0.1, -0.1, 0.0], [0.0, -0.4, 0.6], [0.0, 0.1, -0.1]]
}

---

No. 3
{
  "formula": "C17H33NO11Si2",
  "method": "wB97M-V/def2-TZVPD",
  "homo_ev": -9.7786,
  "e_tot_ev": -57933.74952,
  "homo_lumo_gap_ev": 9.9,
  "symbols": ["H", "O", "H", "H", "H", "C", "O", "Si", "C", "O", "C", "H", "C", "H", "H", "C", "H", "H", "H", "C", "H", "O", "C", "H", "O", "C", "H", "H", "C", "H", "O", "C", "C", "C", "H", "O", "C", "H", "H", "H", "H", "H", "H", "H", "Si", "H", "O", "H", "H", "H", "H", "C", "N", "H", "C", "O", "C", "O", "H", "C", "O", "H", "H", "H"],
  "positions_angstrom": [[-5.401, 0.019, 1.814], [6.534, 7.053, 4.189], [-0.542, -0.388, -8.721], [2.329, 7.006, 4.135], [-2.267, -0.505, -8.344], [1.891, 2.830, 2.433], [-0.951, -1.319, -6.954], [0.537, -0.179, -0.230], [0.133, -8.153, 0.094], [-2.830, -2.572, -6.769], [-1.043, -3.676, -0.268], [0.798, 0.272, -1.613], [-0.226, 3.498, 1.940], [-1.897, -0.585, -2.590], [0.308, -8.116, 1.170], [0.667, 1.333, 0.893], [2.837, 3.033, 2.993], [1.072, -8.046, -0.451], [8.572, 7.111, 4.227], [-0.365, 2.330, 1.117], [-4.101, -0.515, 3.682], [4.371, 7.018, 4.157], [-3.524, 0.050, 2.905], [-1.070, 4.216, 2.022], [-3.732, -0.635, -0.799], [-2.193, -3.128, -4.257], [-1.728, -3.207, -3.276], [7.882, 5.532, 4.629], [7.786, 6.401, 3.977], [-3.082, -1.631, 1.009], [-1.362, -2.296, -5.067], [5.467, 6.293, 3.920], [-3.918, -1.041, 0.567], [1.896, 1.626, 1.652], [-4.807, -1.728, 0.569], [0.656, -5.580, 0.451], [-0.389, -5.896, -0.055], [-2.056, 1.266, -1.167], [-4.183, 1.154, 1.060], [3.060, 5.453, 4.558], [-2.272, -4.127, -4.685], [7.897, 6.111, 2.932], [-0.916, -3.461, 0.793], [-0.304, -9.119, -0.153], [-2.143, -0.212, -1.181], [2.772, 0.942, 1.614], [-0.797, -7.146, -0.301], [1.604, -1.150, 0.083], [-3.349, 1.073, 3.316], [-3.181, -2.682, -4.135], [-1.884, -3.098, -0.639], [-1.818, -2.109, -6.310], [0.929, 3.752, 2.589], [-0.152, -3.393, -0.828], [-1.314, -1.033, -8.305], [5.491, 5.153, 3.531], [-4.325, 0.156, 1.532], [-1.346, -5.059, -0.470], [3.075, 6.033, 2.862], [3.147, 6.325, 3.909], [-0.968, -0.970, -0.223], [-1.358, -1.949, -8.894], [-1.344, 2.185, 0.608], [-2.572, -0.518, 2.754]],
  "forces_ev_per_angstrom": [[0.8, 0.5, -0.6], [-0.1, 0.0, 0.0], [0.1, 0.0, 0.2], [0.2, 0.1, 0.0], [0.0, -0.2, 0.0], [1.7, -0.9, 0.1], [0.0, -0.1, 0.1], [-0.2, -0.2, 0.0], [0.2, -0.3, 0.1], [0.1, 0.1, 0.1], [0.0, 0.1, 0.0], [-0.2, 0.1, -0.1], [0.6, -1.5, -0.9], [-0.1, -0.2, 0.1], [0.1, 0.1, -0.1], [0.8, 2.2, 2.4], [-0.9, 0.0, -0.5], [0.0, 0.1, 0.1], [-0.2, 0.1, 0.0], [-0.1, -0.4, -0.3], [0.4, 0.4, -0.7], [0.2, 0.0, 0.0], [-0.4, 0.1, -0.3], [0.8, -0.6, 0.0], [2.1, -0.2, 0.7], [-0.2, -0.2, 0.3], [0.2, 0.2, -0.1], [-0.1, 0.0, -0.1], [0.3, -0.1, 0.0], [-0.2, 0.6, -0.6], [0.0, 0.1, -0.1], [-0.1, 0.1, 0.0], [-2.1, 0.0, 1.0], [-2.5, 0.6, -0.8], [0.9, 0.4, -0.2], [-0.1, 0.0, -0.1], [-0.1, 0.0, -0.1], [0.2, -0.1, 0.4], [-0.1, -0.8, 0.2], [0.1, 0.0, -0.1], [-0.1, 0.1, -0.1], [-0.1, -0.1, 0.1], [0.1, 0.0, -0.1], [-0.2, 0.2, -0.1], [-0.8, -0.5, -0.5], [-0.7, 0.8, 0.2], [0.0, 0.2, 0.0], [-0.2, 0.0, 0.3], [0.1, -0.9, -0.2], [0.0, -0.1, -0.1], [-0.1, -0.4, 0.0], [0.1, 0.0, 0.1], [-0.6, -0.9, -0.7], [0.0, -0.1, 0.1], [0.0, 0.1, -0.3], [0.0, 0.1, 0.1], [0.4, -1.0, 0.9], [0.1, -0.2, 0.0], [0.1, -0.1, 0.1], [-0.4, -0.1, -0.1], [0.0, 1.9, -0.4], [-0.1, 0.0, 0.1], [0.8, 0.2, 0.5], [-0.5, 0.8, 0.2]]
}

---

No. 4
{
  "formula": "C17H33NO2P2Re",
  "method": "wB97M-V/def2-TZVPD",
  "homo_ev": [-5.2773, -7.1735],
  "de_lowest_kcal_mol": 79.0,
  "e_tot_ev": -44452.14095,
  "homo_lumo_gap_ev": [5.8, 7.3],
  "multiplicity": 4,
  "symbols": ["C", "H", "H", "N", "H", "C", "C", "H", "H", "O", "H", "H", "H", "H", "H", "C", "H", "H", "H", "H", "H", "H", "H", "H", "H", "C", "C", "H", "H", "C", "H", "H", "C", "O", "C", "C", "P", "C", "H", "H", "H", "H", "C", "Re", "H", "C", "H", "H", "C", "H", "P", "H", "C", "C", "H", "C"],
  "positions_angstrom": [[-3.384, -1.099, -0.301], [-0.671, 1.207, 3.308], [2.872, 1.145, -1.800], [-0.040, 0.610, -1.373], [3.069, -1.078, 2.290], [-0.055, 1.327, -2.438], [-1.128, -3.214, 2.785], [4.155, -1.586, -0.660], [1.308, 0.466, 1.274], [-1.103, -2.919, 0.478], [-4.453, -0.892, -0.202], [4.149, 1.233, -0.473], [-3.117, -1.129, -1.366], [-2.760, 1.106, 2.734], [1.209, -3.963, 0.464], [-0.757, -3.692, 1.372], [-0.866, -2.156, 2.955], [0.747, 2.254, 3.377], [-2.276, 2.567, 0.146], [3.261, 0.698, 2.205], [2.572, 2.173, -0.296], [-2.741, -0.671, 2.775], [-0.077, -0.292, -3.854], [0.967, 0.526, 3.192], [-0.062, 1.199, -5.920], [-0.031, 3.599, -3.437], [-3.076, 0.202, 2.202], [2.821, -1.449, -1.892], [0.276, -5.494, 0.735], [3.072, -1.624, -0.833], [-4.171, 0.188, 2.155], [-2.225, -3.299, 2.957], [-0.077, 0.793, -3.771], [0.328, 2.785, 0.880], [3.392, -0.241, 1.654], [0.194, 1.675, 1.445], [-2.351, 0.163, 0.527], [0.531, -4.482, 1.145], [-3.137, -2.078, 0.131], [0.026, 3.139, -1.296], [-0.027, 4.695, -3.287], [-0.008, 3.689, -5.594], [-0.058, 1.639, -4.901], [-0.039, 0.029, 0.286], [4.428, -0.373, 1.329], [-0.027, 2.754, -2.314], [2.627, -2.562, -0.464], [1.155, -4.624, 2.041], [3.070, 1.270, -0.715], [-2.798, 1.701, -1.312], [2.420, -0.258, 0.107], [-0.573, -3.776, 3.554], [-2.905, 1.746, -0.221], [-0.032, 3.037, -4.723], [-3.950, 1.964, 0.021], [0.324, 1.375, 2.917]],
  "forces_ev_per_angstrom": [[0.1, -0.2, -0.1], [-0.2, -0.1, 0.3], [0.2, 0.4, 0.7], [-0.3, -0.7, -0.5], [0.2, 0.2, -0.1], [-0.1, 2.2, -3.4], [-0.6, -1.4, 0.7], [-0.1, -0.5, -0.4], [-1.0, -0.3, -0.4], [-0.5, -1.6, 0.0], [0.1, 0.1, 0.0], [-0.4, 0.5, -0.5], [0.0, 0.0, 0.2], [-0.1, -0.1, -0.1], [-0.6, 0.1, -0.4], [2.0, 3.8, 0.1], [0.1, -0.2, -0.8], [0.1, 0.6, 0.6], [-0.1, -0.2, -0.1], [0.1, -0.2, -0.2], [0.3, -0.6, -0.4], [0.0, 0.2, -0.2], [-0.1, 0.1, -0.2], [-0.5, 0.2, -0.4], [0.0, 0.4, 0.8], [0.1, -0.7, 0.6], [-0.2, 0.0, 0.2], [0.1, -0.3, 0.4], [0.4, 0.8, 0.2], [0.6, -0.3, -0.2], [0.1, 0.1, 0.0], [0.7, 0.0, 0.0], [0.1, 0.6, -0.3], [-0.1, -1.1, 2.2], [0.2, -0.6, -0.3], [-0.1, 1.2, -1.5], [-1.1, 0.1, -0.2], [-0.2, -1.5, 0.2], [-0.1, 0.3, -0.1], [-0.1, 0.0, -0.3], [0.0, -0.8, -0.2], [0.0, -0.1, 0.2], [0.0, -0.3, 0.8], [3.0, -1.9, 2.5], [0.1, 0.1, 0.5], [0.1, 0.5, -0.5], [0.3, 0.4, -0.3], [-0.7, -0.1, 0.1], [0.1, -0.9, 0.2], [0.1, -0.1, 0.3], [-1.4, 0.9, -0.2], [-0.5, 0.0, -0.2], [-0.2, 0.1, 0.1], [-0.1, -0.2, -0.2], [0.0, 0.0, 0.0], [0.1, 1.3, 0.8]]
}